#i
Here is one molecule with the formula C3H4O3 from OMol25. Energies are from the ωB97M-V functional and the def2-TZVPD basis.

Structure (SMILES)   O=CCOC=O
LUMO level   0.026 hartree
Gap between HOMO and LUMO   11.07 eV

CARTESIAN COORDINATES (ANGSTROEM)
O  -1.507  -0.346  -0.703
C  -0.912  0.635  -0.253
C  0.579  0.699  -0.364
O  0.981  -0.685  -0.290
C  0.247  -1.275  0.556
O  -0.270  -0.593  1.493
H  -1.424  1.578  -0.166
H  0.917  1.066  -1.314
H  1.008  1.270  0.449
H  0.381  -2.348  0.592


#ii
Here is one molecule with the formula C3H4O3 from OMol25. Energies are from the ωB97M-V functional and the def2-TZVPD basis.

Structure (SMILES)   O=C1OCCO1
LUMO level   0.025 hartree
Gap between HOMO and LUMO   11.61 eV

CARTESIAN COORDINATES (ANGSTROEM)
O  2.011  -0.049  0.078
C  0.834  0.001  -0.027
O  0.123  1.122  0.032
C  -1.280  0.752  -0.083
C  -1.323  -0.749  0.157
O  0.059  -1.089  -0.192
H  -1.843  1.326  0.595
H  -1.579  1.084  -1.072
H  -1.502  -0.866  1.324
H  -1.998  -1.441  -0.467


#iii
Here is one molecule with the formula C3H4O3 from OMol25. Energies are from the ωB97M-V functional and the def2-TZVPD basis.

Structure (SMILES)   OO/C=C1\CO1
LUMO level   0.023 hartree
Gap between HOMO and LUMO   9.37 eV

CARTESIAN COORDINATES (ANGSTROEM)
O  0.990  -0.781  -1.381
O  -0.450  -0.711  -1.649
C  -1.106  0.052  -0.704
C  -0.599  0.198  0.497
C  0.527  0.044  1.337
O  -0.764  0.779  1.692
H  1.312  0.023  -1.823
H  -1.992  0.555  -1.065
H  0.718  -0.889  1.862
H  1.364  0.730  1.234


Tell me which of them is the most stable. Sure, it is #ii.


#i
Here is one molecule with the formula C3H4O3 from OMol25. Energies are from the ωB97M-V functional and the def2-TZVPD basis.

Structure (SMILES)   O=CC(O)C=O
LUMO level   -0.013 hartree
Gap between HOMO and LUMO   10.01 eV

CARTESIAN COORDINATES (ANGSTROEM)
O  2.321  -0.419  0.723
C  1.118  -0.407  0.764
C  0.317  0.346  -0.257
O  0.054  -1.111  -0.986
C  -1.079  0.829  -0.046
O  -2.000  0.108  -0.348
H  0.497  -1.055  1.389
H  0.971  1.245  -0.543
H  -0.914  -1.388  -1.011
H  -1.285  1.852  0.314


#ii
Here is one molecule with the formula C3H4O3 from OMol25. Energies are from the ωB97M-V functional and the def2-TZVPD basis.

Structure (SMILES)   O=CC(O)C=O
LUMO level   0.004 hartree
Gap between HOMO and LUMO   10.44 eV

CARTESIAN COORDINATES (ANGSTROEM)
O  2.175  0.636  -0.332
C  0.963  0.810  -0.229
C  0.035  -0.290  0.240
O  0.223  -1.447  -0.565
C  -1.420  0.110  0.222
O  -1.813  1.269  0.354
H  0.500  1.769  -0.519
H  0.289  -0.549  1.273
H  1.190  -1.587  -0.618
H  -2.141  -0.723  0.174


#iii
Here is C3H4O3 as an isolated structure from OMol25. Energies are from the ωB97M-V functional and the def2-TZVPD basis.

LUMO level   0.015 hartree
Gap between HOMO and LUMO   10.88 eV

CARTESIAN COORDINATES (ANGSTROEM)
O  0.912  -0.982  1.145
C  0.512  -0.200  0.076
C  -0.869  -0.292  -0.671
O  -0.832  1.154  -0.794
C  -0.057  1.174  0.354
O  -0.132  1.913  1.282
H  1.825  -1.267  1.002
H  1.280  -0.121  -0.704
H  -1.730  -0.520  -0.036
H  -0.948  -0.807  -1.627


#iv
Here is one molecule with the formula C3H4O3 from OMol25. Energies are from the ωB97M-V functional and the def2-TZVPD basis.

LUMO level   0.008 hartree
Gap between HOMO and LUMO   9.59 eV

CARTESIAN COORDINATES (ANGSTROEM)
O  -2.050  -0.536  0.261
C  -0.766  -0.562  0.528
C  -0.202  0.818  0.294
O  1.215  0.729  0.175
C  1.633  -0.316  -0.575
O  2.763  -0.710  -0.578
H  -2.377  -1.435  0.426
H  0.819  -0.758  -1.182
H  -0.398  1.401  1.205
H  -0.637  1.369  -0.554


Tell me which of them is the most stable. Sure, it is #iii.


#i
Here is a 3-piece molecular cluster, C4H15NO3 overall from OMol25. Energies are from the ωB97M-V functional and the def2-TZVPD basis.

Structure (SMILES)   C[C@H](O)[C@@H](C)N.O.O
LUMO level   0.013 hartree
Gap between HOMO and LUMO   9.61 eV

CARTESIAN COORDINATES (ANGSTROEM)
C  2.161  1.311  1.621
C  0.776  1.573  1.046
O  -0.141  2.003  2.049
C  0.250  0.363  0.253
C  -0.265  -0.744  1.152
N  -0.679  0.876  -0.755
H  2.159  0.712  2.542
H  2.698  2.222  1.885
H  2.782  0.739  0.940
H  0.826  2.437  0.382
H  0.017  1.521  2.869
H  1.068  0.000  -0.369
H  -0.942  -1.400  0.611
H  -0.770  -0.331  2.020
H  0.555  -1.366  1.523
H  -1.560  1.220  -0.365
H  -0.976  0.150  -1.412
O  -2.440  -1.883  -2.634
H  -3.260  -2.246  -2.268
H  -2.691  -1.481  -3.473
O  0.527  -1.946  -2.576
H  0.078  -1.243  -2.089
H  -0.175  -2.489  -2.952


#ii
Here is a 4-piece molecular cluster, C4H15NO3 overall from OMol25. Energies are from the ωB97M-V functional and the def2-TZVPD basis.

Structure (SMILES)   C1CCNC1.O.O.O
LUMO level   0.020 hartree
Gap between HOMO and LUMO   9.83 eV

CARTESIAN COORDINATES (ANGSTROEM)
C  0.831  1.388  0.573
C  -0.633  1.260  0.973
C  -1.224  -0.025  0.376
N  -0.025  -0.697  -0.356
C  1.139  -0.179  0.349
H  1.405  1.966  1.355
H  0.841  1.930  -0.325
H  -0.737  1.202  2.069
H  -1.164  2.176  0.956
H  -1.741  -0.740  0.977
H  -1.919  0.174  -0.395
H  -0.057  -1.625  -0.080
H  1.284  -0.530  1.368
H  2.041  -0.328  -0.220
O  0.014  -1.335  -3.432
H  0.518  -0.924  -2.607
H  -0.329  -0.599  -3.894
O  1.036  -2.233  2.957
H  1.552  -2.037  3.683
H  1.007  -3.139  2.634
O  -0.904  1.450  -2.462
H  -1.695  1.800  -2.855
H  -1.240  1.047  -1.645


Tell me which of them is the most stable. Sure, it is #i.


#i
Here is a 3-piece molecular cluster, C2H10NO overall from OMol25. Energies are from the ωB97M-V functional and the def2-TZVPD basis.

LUMO level   -0.377 hartree
Total charge   +1
Gap between HOMO and LUMO   5.05 eV

CARTESIAN COORDINATES (ANGSTROEM)
C  -2.162  0.109  0.699
N  -2.044  -0.619  -0.544
C  2.721  0.251  0.137
H  -3.082  0.703  0.675
H  -1.267  0.720  0.775
H  -2.193  -0.524  1.597
H  2.229  -0.235  -0.748
H  -1.043  -0.625  -0.921
H  2.314  -0.188  1.045
H  3.767  -0.083  0.112
H  2.599  1.325  0.095
H  -2.591  -1.476  -0.670
H  0.402  0.690  -1.448
O  0.348  -0.048  -0.805


#ii
Here is a 2-piece molecular cluster, C2H10NO overall from OMol25. Energies are from the ωB97M-V functional and the def2-TZVPD basis.

LUMO level   -0.137 hartree
Total charge   +1
Gap between HOMO and LUMO   11.55 eV

CARTESIAN COORDINATES (ANGSTROEM)
N  -1.797  0.759  0.719
H  -2.394  1.572  0.484
H  -1.635  0.130  -0.081
H  -0.842  1.073  1.009
H  -2.237  0.248  1.476
C  1.421  -0.003  -0.395
O  0.821  0.453  0.862
C  0.540  -1.121  -0.917
H  1.382  0.852  -1.094
H  2.357  -0.417  -0.056
H  1.523  0.979  1.269
H  0.858  -1.652  -1.828
H  0.502  -1.957  -0.211
H  -0.499  -0.916  -1.237


Tell me which of them is the most stable. Sure, it is #ii.


#i
Here is a 2-piece molecular cluster, C2H10NO overall from OMol25. Energies are from the ωB97M-V functional and the def2-TZVPD basis.

LUMO level   -0.144 hartree
Total charge   +1
Gap between HOMO and LUMO   9.88 eV

CARTESIAN COORDINATES (ANGSTROEM)
C  2.140  0.227  0.115
C  1.296  -1.020  0.523
N  0.343  -1.478  -0.575
H  2.818  0.537  0.929
H  1.472  1.071  -0.126
H  2.745  -0.008  -0.776
H  0.716  -0.791  1.437
H  1.936  -1.897  0.741
H  0.094  -2.463  -0.353
H  0.811  -1.462  -1.504
H  -0.536  -0.926  -0.643
O  -4.564  2.341  0.118
H  -4.465  2.876  -0.701
H  -4.805  2.994  0.814


#ii
Here is a 2-piece molecular cluster, C2H10NO overall from OMol25. Energies are from the ωB97M-V functional and the def2-TZVPD basis.

LUMO level   -0.129 hartree
Total charge   +1
Gap between HOMO and LUMO   11.73 eV

CARTESIAN COORDINATES (ANGSTROEM)
C  -1.373  -1.770  0.077
O  0.042  -1.554  0.344
H  0.429  -2.429  0.453
H  -1.559  -2.751  -0.349
H  -1.929  -1.569  0.988
H  -1.692  -1.066  -0.697
C  1.094  1.826  0.394
N  0.438  0.959  -0.596
H  -0.082  0.156  -0.184
H  -0.207  1.484  -1.188
H  1.089  0.496  -1.233
H  1.888  2.403  -0.065
H  1.474  1.268  1.246
H  0.389  2.546  0.810


#iii
Here is a 2-piece molecular cluster, C2H10NO overall from OMol25. Energies are from the ωB97M-V functional and the def2-TZVPD basis.

LUMO level   -0.123 hartree
Total charge   +1
Gap between HOMO and LUMO   13.10 eV

CARTESIAN COORDINATES (ANGSTROEM)
O  1.568  1.974  -0.720
H  1.788  2.877  -0.453
H  0.995  0.546  0.303
H  1.907  1.861  -1.619
C  -1.704  -0.582  -0.117
C  -0.284  -1.157  -0.073
N  0.613  -0.260  0.811
H  -1.811  0.298  0.508
H  -2.419  -1.324  0.212
H  -2.044  -0.235  -1.092
H  0.291  -1.214  -0.982
H  -0.356  -2.081  0.500
H  1.408  -0.800  1.142
H  0.050  0.098  1.579


Tell me which of them is the most stable. Sure, it is #iii.


#i
Here is one molecule with the formula C6H12N2 from OMol25. Energies are from the ωB97M-V functional and the def2-TZVPD basis.

Structure (SMILES)   [H]/N=C(/C)C(C)(C)N=C
LUMO level   0.035 hartree
Gap between HOMO and LUMO   9.71 eV

CARTESIAN COORDINATES (ANGSTROEM)
H  1.321  -0.054  1.897
N  1.748  -0.502  1.136
C  1.083  -0.526  0.082
C  1.475  -1.260  -1.109
C  -0.327  0.476  -0.020
C  -0.160  1.291  -1.262
C  -0.662  1.350  1.193
N  -1.349  -0.549  -0.267
C  -1.638  -1.396  0.615
H  2.247  -1.997  -0.693
H  1.948  -0.569  -1.811
H  0.458  -1.630  -1.562
H  0.830  1.623  -1.230
H  -0.784  2.156  -1.278
H  -0.298  0.603  -2.126
H  -1.530  2.008  1.000
H  -0.883  0.744  2.187
H  0.091  2.001  1.474
H  -2.302  -2.159  0.184
H  -1.267  -1.610  1.590


#ii
Here is one molecule with the formula C6H12N2 from OMol25. Energies are from the ωB97M-V functional and the def2-TZVPD basis.

Structure (SMILES)   C=C/C(C)=N/N(C)C
LUMO level   0.029 hartree
Gap between HOMO and LUMO   9.42 eV

CARTESIAN COORDINATES (ANGSTROEM)
C  0.126  2.891  -0.300
C  -0.124  2.065  -1.309
C  -0.093  0.476  -1.008
C  -0.580  -0.487  -1.967
N  0.249  0.293  0.244
N  0.354  -1.171  0.542
C  -0.832  -1.554  1.222
C  1.583  -1.003  1.493
H  0.453  2.352  0.669
H  -0.254  3.933  -0.271
H  -0.665  2.300  -2.222
H  -0.186  -0.499  -3.022
H  -1.679  -0.532  -1.880
H  -0.346  -1.486  -1.638
H  -1.669  -1.650  0.440
H  -0.930  -0.673  1.995
H  -0.896  -2.566  1.753
H  2.459  -0.772  0.841
H  1.555  -1.899  2.150
H  1.475  -0.019  2.266


Tell me which of them is the most stable. Sure, it is #i.